Entry 1:
Density functional theory data (wB97M-V/def2-TZVPD) for a 2-piece molecular cluster, C4H11N2 overall.

Geometry (Å):
C 0.98 0.90 -2.12
C -0.27 1.29 -1.86
H 1.23 0.38 -3.03
H 1.81 1.17 -1.46
H -1.09 1.01 -2.50
H -0.47 2.06 -1.12
C -0.53 0.38 2.41
N 0.19 -1.83 -0.44
C -0.11 -1.37 0.75
N 0.04 -0.14 1.15
H 0.18 1.07 2.85
H -0.77 -0.42 3.09
H -1.43 0.94 2.15
H 0.53 -1.18 -1.15
H 0.01 -2.80 -0.67
H -0.63 -2.03 1.43
H 0.32 0.58 0.52

The frontier orbital gap is 11.053 eV. The LUMO energy comes out at -3.32 eV. Its net charge is +1.

Entry 2:
Density functional theory data (wB97M-V/def2-TZVPD) for an isolated ion of composition C4H11N2 and charge +1.

Geometry (Å):
C -0.33 2.26 -0.48
C -0.09 1.46 0.80
C 0.87 0.27 0.57
N 0.30 -0.77 -0.29
C -0.07 -1.96 0.11
N -0.46 -2.91 -0.69
H -0.98 1.71 -1.16
H 0.59 2.60 -0.95
H -0.93 3.11 -0.18
H -1.01 0.98 1.16
H 0.27 2.00 1.67
H 1.14 -0.21 1.51
H 1.73 0.70 0.05
H 0.46 -0.66 -1.30
H 0.03 -2.05 1.19
H -0.66 -3.86 -0.42
H -0.85 -2.67 -1.60

The frontier orbital gap is 11.210 eV. The LUMO energy comes out at -3.72 eV. Its net charge is +1.